{"formula": "C2H9N3O3", "method": "wB97M-V/def2-TZVPD", "symbols": ["C", "N", "N", "H", "H", "H", "H", "H", "H", "C", "N", "O", "O", "O", "H", "H", "H"], "positions_angstrom": [[-0.880349, 0.621755, 1.907542], [-1.466258, -0.449705, 1.361070], [-0.317672, -1.311004, -0.235869], [-2.137479, -0.167904, 0.647074], [0.278431, -1.978154, 0.240226], [-1.089580, -1.804806, -0.673306], [-0.463425, 0.448383, 2.898615], [-1.362501, 1.595436, 1.779165], [0.246481, 0.987868, 1.095153], [0.509770, -0.574306, -1.255067], [1.044558, 1.237982, 0.102320], [0.190109, 0.896370, -0.990888], [-0.077223, -0.802993, -2.499216], [1.771086, -0.767685, -1.083444], [0.590828, -0.578210, -3.158235], [1.288738, 2.214549, -0.043365], [1.874487, 0.432424, -0.091775]], "forces_ev_per_angstrom": [[-2.0780, -1.0378, 0.4544], [0.5845, 1.3073, 1.1162], [0.4444, 0.0342, -1.1656], [0.1800, 0.0525, -0.1056], [-0.0059, 0.0529, -0.1113], [0.1295, 0.0183, -0.0178], [0.3886, -0.0579, -0.1754], [0.2584, 0.0376, -0.3145], [1.7557, 0.6150, -1.5999], [-0.2261, -0.6824, 0.8888], [-0.9459, -2.0607, 0.3522], [0.3674, 0.4314, 0.3842], [0.1820, 0.1390, 0.1667], [0.0503, 0.3365, 0.0594], [0.0240, 0.0123, 0.0532], [0.1194, -0.1407, 0.1701], [-1.2284, 0.9426, -0.1553]], "mulliken_charge": [-0.72, -0.28, -0.48, 0.29, 0.22, 0.28, 0.37, 0.35, 0.39, 0.71, -0.38, -0.36, -0.55, -0.85, 0.35, 0.25, 0.41], "spin_multiplicity": 1, "homo_energy_ev": [-8.6, -8.6], "e_tot_ha": -471.40766, "e_above_lowest_kcal_mol": 86.2, "lumo_energy_ev": [-0.15, -0.15]}

{"formula": "C4H7NO", "method": "wB97M-V/def2-TZVPD", "symbols": ["C", "C", "C", "O", "C", "N", "H", "H", "H", "H", "H", "H", "H"], "positions_angstrom": [[-0.901837, -1.122329, -0.359964], [-0.028897, 0.106187, -0.213677], [1.383906, -0.007649, -0.741049], [-0.220336, 1.272129, 2.107736], [-0.327830, 1.052484, 0.801362], [-0.764486, 1.496506, -0.286238], [-0.446992, -1.965073, 0.175048], [-1.894892, -0.945052, 0.065870], [-1.022304, -1.414006, -1.409202], [2.017885, 0.785499, -0.332603], [1.427301, 0.033553, -1.834491], [1.802205, -0.969413, -0.418299], [-1.023720, 1.677168, 2.445505]], "forces_ev_per_angstrom": [[-0.0240, -0.0267, -0.0257], [0.1863, -0.3415, 0.0191], [0.0365, 0.0285, -0.0268], [-0.0879, -0.1839, 0.0617], [-0.0778, -0.0617, -0.4211], [0.1355, -0.0766, 0.6233], [-0.0833, 0.0869, -0.1072], [0.1624, -0.0243, -0.1030], [0.0578, 0.0668, 0.1028], [-0.0945, -0.0900, -0.1565], [-0.0675, -0.0295, 0.1125], [-0.0125, 0.1626, -0.1017], [-0.1311, 0.4893, 0.0226]], "mulliken_charge": [-1.25, 1.47, -1.18, -0.45, -0.24, -0.66, 0.32, 0.38, 0.30, 0.36, 0.29, 0.32, 0.35], "spin_multiplicity": 1, "homo_energy_ev": -9.7, "e_tot_ha": -286.54337, "e_above_lowest_kcal_mol": 55.4, "smiles": "CC1(C)N=C1O", "lumo_energy_ev": 0.60}

{"formula": "C2H3ClFNO", "method": "wB97M-V/def2-TZVPD", "symbols": ["C", "C", "H", "H", "H", "N", "O", "F", "Cl"], "positions_angstrom": [[-0.237360, 0.496147, -0.326893], [0.620426, -0.677213, -0.418167], [-1.230480, 1.646028, 1.208871], [-0.518621, 0.087412, 1.728378], [1.704018, -0.556122, -0.523826], [-0.717102, 0.761981, 0.936348], [-0.299307, 1.185948, -1.302167], [0.464847, -1.493053, 0.645642], [0.213578, -1.451128, -1.948186]], "forces_ev_per_angstrom": [[0.0297, 2.0874, 1.7616], [1.5422, -2.0119, -0.8119], [1.0086, -1.6571, -1.0038], [-0.4073, 1.2759, -1.7214], [-0.3326, 0.9264, 0.2377], [-0.4817, 0.0519, 1.5717], [-0.8526, 1.2405, -0.4562], [-0.3083, -0.9758, 0.6775], [-0.1980, -0.9373, -0.2552]], "mulliken_charge": [0.31, 0.32, 0.25, 0.24, 0.22, -0.38, -0.53, -0.27, -0.15], "spin_multiplicity": 1, "homo_energy_ev": -10.5, "e_tot_ha": -768.06286, "e_above_lowest_kcal_mol": 6.1, "smiles": "NC(=O)[C@@H](F)Cl", "lumo_energy_ev": 0.67}